(1)
Molecular formula: C21H25ClN5O4PS3Zn
Method: DFT, ωB97M-V/def2-TZVPD

Output
ΔE to the lowest compared entry with this formula, charge and spin ... 0.00 kcal per mole
⟨S²⟩ ... 0.767
Spin multiplicity ... 2
Lowest unoccupied orbital energy (alpha / beta) ... 2.185 / 2.185 eV
Gap between HOMO and LUMO (alpha / beta) ... 4.318 / 8.061 eV
Net charge ... -1

Atoms and positions in Å:
Zn (0.715, 0.417, -0.017)
C (-3.165, 4.620, -0.692)
C (-2.143, 3.795, -1.458)
O (-2.326, 2.386, -1.268)
P (-1.939, 1.631, 0.111)
S (-0.526, 2.569, 1.106)
S (-1.627, -0.259, -0.462)
O (-3.276, 1.726, 1.004)
C (-4.416, 0.891, 0.799)
C (-4.539, -0.093, 1.947)
H (-2.995, 5.683, -0.869)
H (-3.065, 4.424, 0.375)
H (-4.179, 4.362, -1.005)
H (-1.131, 4.069, -1.154)
H (-2.241, 3.944, -2.533)
H (-4.330, 0.363, -0.153)
H (-5.283, 1.553, 0.756)
H (-3.745, -0.837, 1.883)
H (-5.506, -0.597, 1.913)
H (-4.445, 0.437, 2.895)
N (2.349, -0.132, -6.084)
C (2.236, 0.489, -5.112)
C (2.114, 1.268, -3.944)
C (2.497, 2.668, -3.912)
C (2.357, 3.329, -2.706)
C (1.862, 2.685, -1.588)
N (1.473, 1.345, -1.630)
C (1.615, 0.699, -2.784)
H (2.873, 3.150, -4.803)
H (2.637, 4.372, -2.621)
H (1.752, 3.183, -0.638)
H (1.309, -0.343, -2.800)
C (0.588, -4.967, -3.042)
C (0.842, -4.909, -1.531)
C (1.460, -3.618, -1.117)
N (0.801, -2.570, -0.792)
N (1.570, -1.492, -0.487)
C (2.861, -1.714, -0.592)
N (3.816, -0.779, -0.427)
S (3.204, -3.353, -1.078)
H (0.123, -5.916, -3.309)
H (1.519, -4.869, -3.600)
H (-0.077, -4.156, -3.339)
H (1.485, -5.737, -1.229)
H (-0.105, -4.999, -0.998)
H (3.480, 0.023, 0.112)
H (4.710, -1.111, -0.108)
Cl (-1.829, -2.219, 6.388)
C (-0.645, -1.614, 5.263)
C (-0.971, -1.514, 3.923)
C (-0.025, -1.026, 3.035)
C (1.239, -0.653, 3.473)
C (1.547, -0.777, 4.824)
C (0.608, -1.245, 5.728)
C (2.312, -0.161, 2.522)
O (3.486, -0.351, 2.836)
O (1.947, 0.518, 1.491)
H (-1.951, -1.811, 3.573)
H (-0.287, -0.951, 1.991)
H (2.540, -0.500, 5.152)
H (0.839, -1.331, 6.781)

Results of the natural (NBO) charge analysis, in e, for atoms 1 through 8: 1.631 -0.638 -0.061 -0.839 1.632 -0.658 -0.733 -0.842



(2)
Molecular formula: C21H25ClN5O4PS3Zn
Method: DFT, ωB97M-V/def2-TZVPD

Output
ΔE to the lowest compared entry with this formula, charge and spin ... 30.67 kcal per mole
⟨S²⟩ ... 0.768
Spin multiplicity ... 2
Lowest unoccupied orbital energy (alpha / beta) ... 1.988 / 1.983 eV
Gap between HOMO and LUMO (alpha / beta) ... 4.243 / 7.454 eV
Net charge ... -1

Atoms and positions in Å:
Zn (-0.066, -0.020, 0.604)
C (-4.805, -1.022, -4.410)
C (-3.984, -1.409, -3.194)
O (-2.616, -1.057, -3.424)
P (-1.885, 0.141, -2.664)
S (-2.053, -0.322, -0.667)
S (-0.203, 0.548, -3.540)
O (-2.997, 1.308, -2.885)
C (-2.831, 2.538, -2.175)
C (-3.811, 3.544, -2.743)
H (-5.829, -1.386, -4.315)
H (-4.351, -1.453, -5.302)
H (-4.813, 0.062, -4.515)
H (-4.002, -2.487, -3.032)
H (-4.353, -0.918, -2.292)
H (-1.801, 2.890, -2.290)
H (-3.019, 2.362, -1.113)
H (-3.576, 3.748, -3.788)
H (-3.755, 4.475, -2.177)
H (-4.825, 3.148, -2.680)
N (3.372, 5.180, -0.352)
C (3.135, 4.058, -0.525)
C (2.888, 2.689, -0.737)
C (3.916, 1.803, -1.250)
C (3.588, 0.471, -1.400)
C (2.327, 0.010, -1.063)
N (1.356, 0.857, -0.542)
C (1.655, 2.140, -0.408)
H (4.895, 2.191, -1.490)
H (4.318, -0.234, -1.778)
H (2.047, -1.026, -1.206)
H (0.882, 2.779, 0.007)
C (3.603, 3.906, 3.225)
C (2.616, 3.116, 4.095)
C (2.337, 1.776, 3.503)
N (1.538, 1.553, 2.527)
N (1.495, 0.258, 2.122)
C (2.264, -0.534, 2.807)
N (2.434, -1.862, 2.546)
S (3.154, 0.310, 4.044)
H (3.820, 4.874, 3.678)
H (3.183, 4.079, 2.235)
H (4.537, 3.356, 3.107)
H (1.670, 3.655, 4.164)
H (3.016, 2.990, 5.102)
H (1.675, -2.279, 2.021)
H (2.734, -2.419, 3.329)
Cl (0.303, -7.243, -0.291)
C (-0.130, -5.754, 0.496)
C (0.149, -4.550, -0.123)
C (-0.215, -3.371, 0.511)
C (-0.861, -3.377, 1.743)
C (-1.128, -4.607, 2.339)
C (-0.762, -5.794, 1.729)
C (-1.319, -2.114, 2.486)
O (-2.023, -2.284, 3.472)
O (-0.895, -0.972, 2.078)
H (0.628, -4.529, -1.093)
H (-0.018, -2.439, 0.002)
H (-1.636, -4.604, 3.295)
H (-0.971, -6.747, 2.197)

Results of the natural (NBO) charge analysis, in e, for atoms 1 through 8: 1.640 -0.628 -0.059 -0.839 1.673 -0.850 -0.606 -0.851



(3)
Molecular formula: C21H25F2
Method: DFT, ωB97M-V/def2-TZVPD

Output
ΔE to the lowest compared entry with this formula, charge and spin ... 18.37 kcal per mole
Lowest unoccupied orbital energy ... -6.071 eV
Gap between HOMO and LUMO ... 5.478 eV
Net charge ... +1

Atoms and positions in Å:
C (0.929, 1.266, -0.207)
C (-0.561, 1.370, 0.134)
C (-0.625, 2.827, 0.607)
C (-1.129, 0.406, 1.180)
C (-1.986, -0.789, 0.786)
C (-0.989, 0.668, 2.507)
H (1.259, 0.309, -0.602)
H (1.153, 2.034, -0.961)
H (1.539, 1.492, 0.676)
H (-1.150, 1.232, -0.776)
H (-1.591, 3.185, 0.963)
H (0.098, 2.981, 1.414)
H (-0.309, 3.503, -0.192)
H (-2.358, -0.785, -0.248)
H (-1.416, -1.716, 0.946)
H (-2.888, -0.887, 1.415)
H (-1.336, -0.019, 3.272)
H (-0.372, 1.493, 2.882)
C (-7.732, 4.661, 6.584)
C (-7.194, 3.837, 5.469)
C (-7.981, 3.022, 4.646)
F (-9.348, 3.103, 4.793)
C (-7.477, 2.223, 3.630)
C (-6.091, 2.286, 3.256)
C (-5.518, 1.533, 2.155)
C (-6.164, 0.865, 1.042)
C (-7.594, 0.841, 0.867)
C (-8.183, 0.041, -0.103)
F (-9.558, -0.005, -0.159)
C (-7.463, -0.678, -1.062)
C (-8.101, -1.525, -2.105)
C (-6.069, -0.557, -0.990)
C (-5.435, 0.190, -0.010)
C (-5.289, 3.144, 4.103)
C (-5.830, 3.870, 5.152)
H (-6.901, 5.156, 7.106)
H (-8.417, 5.439, 6.219)
H (-8.270, 4.044, 7.312)
H (-8.153, 1.554, 3.103)
H (-4.414, 1.513, 2.132)
H (-8.219, 1.469, 1.487)
H (-7.326, -1.946, -2.760)
H (-8.643, -2.357, -1.640)
H (-8.807, -0.963, -2.729)
H (-5.475, -1.064, -1.762)
H (-4.344, 0.299, -0.043)
H (-4.223, 3.239, 3.881)
H (-5.190, 4.537, 5.742)

Results of the natural (NBO) charge analysis, in e, for atoms 1 through 8: -0.591 -0.269 -0.593 0.041 -0.658 -0.437 0.214 0.214



no.,largest force on an atom (eV/A)
1,0.68
2,0.77
3,1.84